[1]
DFT (wB97M-V/def2-TZVPD) results for a structure of composition C26H41LiN2SSbSi3Te.

Cartesian coordinates (Å):
1 Te -2.203 -1.631 2.837
2 Sb 0.730 -0.047 -1.786
3 S -1.129 -0.500 5.801
4 Si -1.849 1.500 -3.038
5 Si 2.556 -2.476 -0.907
6 Si -1.230 2.564 -0.084
7 N 2.943 0.492 0.793
8 N -1.701 -1.239 -0.843
9 C 2.013 1.710 -1.924
10 C -2.366 -0.096 -3.919
11 C 3.685 0.478 3.074
12 C 1.712 -3.473 -2.284
13 C -3.520 0.252 -0.516
14 C 2.940 -0.676 3.307
15 C 3.649 1.006 1.799
16 C 2.225 -1.232 2.271
17 C -2.907 3.226 0.535
18 C -3.851 -2.101 -0.253
19 C -2.514 -2.259 -0.554
20 C 4.064 -1.647 -1.731
21 C -0.354 2.092 1.506
22 C -2.175 0.015 -0.840
23 C 3.292 -3.713 0.331
24 C 2.210 -0.623 0.993
25 C 0.525 -2.394 6.184
26 C -0.070 -2.624 4.914
27 C -0.452 4.077 -0.920
28 C -1.243 1.096 -1.282
29 C 1.424 -1.251 -0.091
30 C -0.579 2.339 -4.162
31 C -3.361 2.653 -3.038
32 C -0.997 -1.686 4.551
33 C -4.353 -0.806 -0.216
34 C 0.051 -1.274 6.791
35 Li -0.362 -1.363 0.872
36 H 1.731 2.297 -2.800
37 H -0.872 1.263 1.999
38 H -3.394 2.515 1.206
39 H 3.860 -3.186 1.102
40 H 4.257 0.954 3.859
41 H 0.535 3.863 -1.328
42 H -2.720 4.139 1.106
43 H 0.749 -3.872 -1.958
44 H 0.186 -3.450 4.265
45 H 4.870 -2.344 -1.973
46 H -3.180 3.538 -2.423
47 H 2.345 -4.309 -2.592
48 H -4.471 -2.954 -0.015
49 H -3.187 -0.594 -3.395
50 H 1.621 -2.119 2.428
51 H 0.246 1.663 -4.394
52 H -0.348 4.889 -0.196
53 H 1.264 -3.047 6.630
54 H -1.529 -0.795 -3.959
55 H -2.695 0.105 -4.941
56 H -0.169 3.243 -3.707
57 H -3.900 1.263 -0.526
58 H 2.513 -4.298 0.827
59 H -0.329 2.929 2.208
60 H 4.211 1.905 1.554
61 H 1.987 2.321 -1.028
62 H -3.606 3.479 -0.267
63 H 1.540 -2.838 -3.155
64 H -3.581 2.992 -4.053
65 H -2.065 -3.246 -0.595
66 H 3.970 -4.404 -0.175
67 H -4.252 2.151 -2.654
68 H 3.759 -1.149 -2.656
69 H 3.030 1.342 -2.058
70 H -5.389 -0.628 0.044
71 H -1.082 4.438 -1.738
72 H 0.670 1.790 1.308
73 H -1.056 2.624 -5.103
74 H 4.465 -0.882 -1.061
75 H 0.306 -0.855 7.752
76 H 2.914 -1.124 4.293

Output
- HOMO-LUMO gap (eV) = 6.588
- E_HOMO (eV) = -4.1
- LUMO level (eV) = 2.494
- net charge = -1

---

[2]
DFT (wB97M-V/def2-TZVPD) results for an isolated molecule of C4H12OP2 in a non-equilibrium geometry.

Cartesian coordinates (Å):
1 P 0.917 0.763 0.603
2 P 1.341 3.191 0.044
3 O -0.512 -1.662 0.101
4 C -0.379 -1.358 -1.287
5 C -1.268 -0.129 -1.639
6 C 0.138 -1.415 2.233
7 C 0.485 -1.160 0.818
8 H 0.666 -1.023 -1.462
9 H -1.370 0.396 -0.645
10 H 0.231 4.020 0.596
11 H 0.021 -2.584 2.306
12 H -0.635 -2.346 -1.834
13 H -2.201 -0.335 -2.213
14 H 1.518 0.638 -0.567
15 H -0.663 0.630 -2.278
16 H 2.211 0.443 1.090
17 H 0.556 3.224 -1.219
18 H 0.931 -1.224 2.921
19 H -0.830 -1.102 2.593

Output
- HOMO-LUMO gap (spin up / spin down) (eV) = 6.622 / 6.798
- E_HOMO (spin up / spin down) (eV) = -7.1 / -7.1
- LUMO level (spin up / spin down) (eV) = -0.482 / -0.271
- SMILES = CCOC(C)=[PH2]P

---

no.,E_tot (eV)
1,-79116.328
2,-24962.601